Entry 1:
C21H38F5N2O7S | ωB97M-V/def2-TZVPD

- Energy: -64125.6391 eV
- <S²>: 0.75
- HOMO level (alpha / beta): -8.68 / -8.90 eV
- Orbital gap (alpha / beta): 9.2 / 9.0 eV
- Multiplicity: 2

XYZ file:
```
74
C21H38F5N2O7S ωB97M-V/def2-TZVPD
C -1.99 0.01 0.78
C -0.89 -0.97 0.36
N 0.09 -0.18 -0.39
C 0.76 -0.84 -1.47
S 2.39 0.04 -1.60
O 2.08 1.41 -1.87
O 3.25 -0.50 -2.62
C 3.23 0.05 0.07
F 2.94 -1.00 0.79
F 2.72 1.08 0.72
C 4.77 0.28 0.00
F 5.39 -0.87 0.04
F 5.13 0.96 1.06
F 5.11 0.98 -1.03
C 1.10 -2.33 -1.21
C 0.20 -3.40 -1.89
C -0.31 -4.32 -0.73
C 1.07 -4.32 -2.76
N -0.99 -2.88 -2.55
O -1.66 -3.78 -3.17
C -0.80 -1.69 -3.42
C -2.22 -1.08 -3.60
C -0.32 -2.00 -4.84
C 0.09 -0.57 -2.84
H -2.46 0.34 -0.14
H -1.59 0.89 1.25
H -2.78 -0.47 1.36
H -1.38 -1.76 -0.20
H -0.43 -1.32 1.29
H -0.32 0.69 -0.70
H 1.17 -2.54 -0.15
H 2.10 -2.48 -1.59
H 0.42 -5.10 -0.59
H -0.46 -3.77 0.19
H -1.25 -4.80 -1.00
H 0.64 -5.32 -2.75
H 2.08 -4.43 -2.37
H 1.14 -4.02 -3.80
H -2.78 -1.23 -2.68
H -2.75 -1.55 -4.42
H -2.17 -0.01 -3.81
H -0.92 -2.74 -5.34
H -0.44 -1.07 -5.39
H 0.75 -2.21 -4.89
H 0.88 -0.38 -3.56
H -0.44 0.37 -2.75
O -1.51 2.26 -0.95
C -1.39 3.27 -0.30
O -2.34 4.22 -0.41
C -2.42 5.35 0.47
C -1.56 6.50 -0.03
C -0.17 3.53 0.54
H -2.18 5.07 1.49
H -3.47 5.65 0.46
H -0.51 6.23 -0.04
H -1.69 7.37 0.61
H -1.84 6.76 -1.05
H 0.59 4.00 -0.08
H 0.20 2.57 0.90
H -0.37 4.14 1.42
O -1.29 2.39 3.96
C -0.68 1.53 4.53
O -0.28 0.45 3.83
C 0.63 -0.53 4.32
C -0.08 -1.62 5.11
C -0.43 1.58 6.01
H 1.43 -0.06 4.90
H 1.10 -0.97 3.44
H -0.56 -1.21 6.00
H 0.62 -2.39 5.42
H -0.86 -2.07 4.49
H -1.27 1.13 6.54
H -0.35 2.62 6.31
H 0.50 1.09 6.32
```

---

Entry 2:
C5H7N | ωB97M-V/def2-TZVPD

- Energy: -6779.4198 eV
- HOMO level: -7.59 eV
- Orbital gap: 5.7 eV
- Energy relative to the best compared isomer or geometry (same formula, charge and spin): 9.093 eV
- Multiplicity: 1

XYZ file:
```
13
C5H7N ωB97M-V/def2-TZVPD
C 1.74 0.85 0.21
C -0.05 1.23 0.20
N -1.75 -0.15 -1.04
C -0.56 -0.18 -0.11
C 0.88 0.29 -0.83
C -0.16 -1.30 0.90
H 2.42 1.62 0.11
H -0.36 2.20 -0.36
H -2.59 -0.39 -0.62
H 0.61 0.31 -1.96
H -0.60 -1.05 1.92
H -0.51 -2.27 0.68
H 0.94 -1.14 0.88
```

---

Entry 3:
C5H9ClN2 | ωB97M-V/def2-TZVPD

- Energy: -20832.5467 eV
- HOMO level: -9.30 eV
- SMILES: [H]/N=C/N1C[C@@H](Cl)[C@@H]1C
- Orbital gap: 10.3 eV
- Energy relative to the best compared isomer or geometry (same formula, charge and spin): 1.309 eV
- Multiplicity: 1

XYZ file:
```
17
C5H9ClN2 ωB97M-V/def2-TZVPD
H -3.57 -0.64 -1.15
N -2.79 -0.03 -0.86
C -2.12 -0.79 -0.08
N -0.96 -0.38 0.56
C 0.14 -1.30 0.71
C 1.07 -0.06 0.52
Cl 2.44 -0.18 -0.54
C -0.16 0.68 -0.05
C -0.47 2.09 0.38
H -2.45 -1.79 0.18
H 0.20 -2.08 -0.12
H 0.24 -1.84 1.65
H 1.34 0.32 1.50
H -0.16 0.57 -1.20
H -1.49 2.43 0.14
H 0.15 2.89 -0.16
H -0.37 2.27 1.44
```

---

Entry 4:
C9H12NOPS | ωB97M-V/def2-TZVPD

- Energy: -33186.0281 eV
- HOMO level: -7.17 eV
- Orbital gap: 6.0 eV
- Energy relative to the best compared isomer or geometry (same formula, charge and spin): 3.765 eV
- Multiplicity: 1

XYZ file:
```
25
C9H12NOPS ωB97M-V/def2-TZVPD
C -1.91 0.68 0.24
C 0.24 0.32 1.23
C -1.84 -0.40 -0.54
C 0.36 -0.80 0.46
C -0.89 1.06 1.21
C -0.63 -1.18 -0.41
C 2.46 -3.96 -3.27
C -1.10 2.23 2.11
C -0.47 3.49 1.39
N 2.60 -4.16 -1.90
O -0.80 4.71 2.09
P 1.88 -4.03 -0.57
S -0.63 -2.69 -1.15
H -2.71 1.34 0.15
H 1.03 0.61 1.97
H -2.47 -0.57 -1.42
H 1.21 -1.48 0.46
H 2.15 -3.06 -3.57
H 1.63 -4.68 -3.58
H 3.35 -4.32 -3.72
H -2.26 2.41 2.34
H -0.51 2.10 3.07
H 0.56 3.40 1.18
H -1.11 3.56 0.48
H -0.15 5.43 1.77
```

---

What did the second record say?
C5H7N | ωB97M-V/def2-TZVPD

- Energy: -6779.4198 eV
- HOMO level: -7.59 eV
- Orbital gap: 5.7 eV
- Energy relative to the best compared isomer or geometry (same formula, charge and spin): 9.093 eV
- Multiplicity: 1

XYZ file:
```
13
C5H7N ωB97M-V/def2-TZVPD
C 1.74 0.85 0.21
C -0.05 1.23 0.20
N -1.75 -0.15 -1.04
C -0.56 -0.18 -0.11
C 0.88 0.29 -0.83
C -0.16 -1.30 0.90
H 2.42 1.62 0.11
H -0.36 2.20 -0.36
H -2.59 -0.39 -0.62
H 0.61 0.31 -1.96
H -0.60 -1.05 1.92
H -0.51 -2.27 0.68
H 0.94 -1.14 0.88
```